*one*
Molecular formula: C7H8N3O
Method: DFT, ωB97M-V/def2-TZVPD

Properties
molar mass = 150.161 g/mol
total charge = +1
SMILES = [NH2+]=N/C(O)=N\c1ccccc1

Atoms and positions in Å:
N -3.62 -1.08 0.25
N -2.34 -0.83 0.18
C -1.97 0.47 0.02
O -2.97 1.42 -0.18
N -0.74 1.01 -0.10
C 0.52 0.55 -0.07
C 0.85 -0.87 -0.37
C 2.12 -1.34 -0.27
C 3.12 -0.50 0.26
C 2.92 0.85 0.25
C 1.67 1.40 0.02
H -3.75 -2.06 0.09
H -4.40 -0.47 0.19
H -2.79 2.37 0.02
H -0.01 -1.54 -0.71
H 2.22 -2.42 -0.52
H 4.06 -0.83 0.50
H 3.72 1.44 0.38
H 1.40 2.41 0.06

In elementary charge units, the Löwdin charges are: number 1, N, carries 0.160; number 2, N, carries 0.114; number 3, C, carries -0.334; number 4, O, carries 0.064; number 5, N, carries 0.200; number 6, C, carries -0.210; number 7, C, carries 0.017; number 8, C, carries -0.045; number 9, C, carries 0.007; number 10, C, carries -0.027; number 11, C, carries 0.062; number 12, H, carries 0.143; number 13, H, carries 0.135; number 14, H, carries 0.147; number 15, H, carries 0.128; number 16, H, carries 0.138; number 17, H, carries 0.100; number 18, H, carries 0.090; number 19, H, carries 0.110

*two*
Molecular formula: C7H8N3O
Method: DFT, ωB97M-V/def2-TZVPD

Properties
molar mass = 150.161 g/mol
total charge = +1
SMILES = CC(=O)c1c[nH][n+]2cc[nH]c12

Atoms and positions in Å:
C 2.94 0.97 -0.95
C 2.03 0.58 0.13
O 2.08 0.63 1.34
C 0.71 0.26 -0.43
C 0.01 0.03 -1.55
N -1.23 -0.34 -1.37
N -1.58 -0.39 -0.10
C -2.59 -0.87 0.62
C -2.18 -0.87 1.92
N -0.93 -0.32 1.99
C -0.65 0.07 0.78
H 2.42 1.60 -1.68
H 3.15 -0.03 -1.36
H 3.80 1.45 -0.47
H 0.44 0.20 -2.55
H -1.83 -0.50 -2.18
H -3.57 -1.16 0.38
H -2.83 -1.05 2.73
H -0.20 -0.28 2.75

In elementary charge units, the Löwdin charges are: number 1, C, carries 0.006; number 2, C, carries -0.466; number 3, O, carries 0.099; number 4, C, carries 0.054; number 5, C, carries -0.063; number 6, N, carries 0.090; number 7, N, carries -0.033; number 8, C, carries 0.007; number 9, C, carries -0.025; number 10, N, carries 0.153; number 11, C, carries -0.019; number 12, H, carries 0.106; number 13, H, carries 0.117; number 14, H, carries 0.115; number 15, H, carries 0.166; number 16, H, carries 0.208; number 17, H, carries 0.129; number 18, H, carries 0.131; number 19, H, carries 0.225

Most stable pick: *two*. Distance to second place: 22.9 kJ/mol.

*one*
Molecular formula: C10H18O5P
Method: DFT, ωB97M-V/def2-TZVPD

Properties
molar mass = 249.223 g/mol
total charge = -1
SMILES = CCOP1([O-])(OCC)OC(=O)C12CCCC2

Atoms and positions in Å:
C -2.67 1.72 0.65
C -1.22 1.93 1.05
O -0.37 2.10 -0.05
P 0.38 0.88 -0.82
O 1.39 1.39 -1.76
O 1.26 0.29 0.54
C 2.48 0.90 0.84
C 2.34 2.08 1.80
O -1.27 1.02 -2.21
C -1.53 -0.20 -2.01
O -2.46 -0.87 -2.45
C -0.46 -0.77 -1.06
C -0.97 -1.54 0.16
C -0.42 -2.96 0.01
C 0.89 -2.75 -0.74
C 0.50 -1.71 -1.78
H -3.30 1.65 1.53
H -2.99 2.56 0.03
H -2.77 0.82 0.05
H -1.13 2.85 1.65
H -0.87 1.09 1.67
H 3.13 0.13 1.28
H 2.94 1.26 -0.09
H 1.84 1.75 2.72
H 3.32 2.48 2.05
H 1.74 2.85 1.33
H -2.06 -1.53 0.19
H -0.59 -1.08 1.07
H -1.10 -3.56 -0.60
H -0.29 -3.45 0.98
H 1.29 -3.67 -1.18
H 1.64 -2.32 -0.06
H 1.35 -1.16 -2.19
H -0.03 -2.19 -2.61

In elementary charge units, the Löwdin charges are: number 1, C, carries -0.063; number 2, C, carries -0.302; number 3, O, carries -0.212; number 4, P, carries 0.612; number 5, O, carries -0.269; number 6, O, carries -0.270; number 7, C, carries -0.338; number 8, C, carries -0.084; number 9, O, carries -0.046; number 10, C, carries -0.699; number 11, O, carries 0.007; number 12, C, carries -0.347; number 13, C, carries -0.145; number 14, C, carries -0.187; number 15, C, carries -0.195; number 16, C, carries -0.143; number 17, H, carries 0.070; number 18, H, carries 0.080; number 19, H, carries 0.058; number 20, H, carries 0.115; number 21, H, carries 0.101; number 22, H, carries 0.109; number 23, H, carries 0.099; number 24, H, carries 0.068; number 25, H, carries 0.063; number 26, H, carries 0.065; number 27, H, carries 0.112; number 28, H, carries 0.095; number 29, H, carries 0.110; number 30, H, carries 0.100; number 31, H, carries 0.101; number 32, H, carries 0.103; number 33, H, carries 0.109; number 34, H, carries 0.124

*two*
Molecular formula: C10H18O5P
Method: DFT, ωB97M-V/def2-TZVPD

Properties
molar mass = 249.223 g/mol
total charge = -1

Atoms and positions in Å:
C -0.69 1.63 -1.52
C 0.58 0.97 -1.45
C 2.12 0.40 -1.16
C 2.53 0.81 0.40
C 3.63 -0.20 1.09
C 3.01 -1.58 1.72
C 3.73 -2.97 1.14
O 2.64 -3.99 1.12
P 1.11 -3.11 0.95
O 1.52 -1.67 1.87
H -1.59 2.36 -1.27
H 2.18 -0.75 -1.37
H 2.89 0.98 -1.86
H 1.52 0.90 1.01
H 3.02 1.89 0.35
H 4.16 0.40 1.96
H 4.50 -0.43 0.30
H 3.34 -1.64 2.86
H 4.11 -2.58 0.08
H 4.68 -3.37 1.71
H 0.66 -4.37 0.34
H 0.49 -3.64 2.16
H -0.11 -2.45 0.57
H 1.75 -2.58 -0.25
C -4.72 1.65 -1.19
C -6.10 2.19 -1.04
O -5.88 3.51 -0.58
C -4.63 3.87 -0.98
O -4.17 5.00 -0.91
O -3.94 2.80 -1.48
H -4.64 0.91 -2.00
H -4.34 1.19 -0.26
H -6.64 2.23 -1.99
H -6.69 1.62 -0.32

In elementary charge units, the Löwdin charges are: number 1, C, carries 0.014; number 2, C, carries -0.081; number 3, C, carries -0.201; number 4, C, carries -0.218; number 5, C, carries -0.170; number 6, C, carries -0.361; number 7, C, carries -0.234; number 8, O, carries -0.453; number 9, P, carries 0.348; number 10, O, carries -0.407; number 11, H, carries 0.029; number 12, H, carries 0.087; number 13, H, carries 0.106; number 14, H, carries 0.111; number 15, H, carries 0.108; number 16, H, carries 0.107; number 17, H, carries 0.110; number 18, H, carries 0.128; number 19, H, carries 0.088; number 20, H, carries 0.110; number 21, H, carries -0.061; number 22, H, carries -0.044; number 23, H, carries -0.068; number 24, H, carries -0.022; number 25, C, carries -0.140; number 26, C, carries -0.145; number 27, O, carries 0.060; number 28, C, carries -0.514; number 29, O, carries 0.132; number 30, O, carries 0.030; number 31, H, carries 0.141; number 32, H, carries 0.143; number 33, H, carries 0.134; number 34, H, carries 0.136

Most stable pick: *one*. Distance to second place: 1213.7 kJ/mol.

*one*
Molecular formula: C2H7NO3
Method: DFT, ωB97M-V/def2-TZVPD

Properties
molar mass = 93.082 g/mol
SMILES = CNC(=O)O.O

Atoms and positions in Å:
C 1.97 -1.31 -0.08
N 1.45 0.05 -0.17
C 0.15 0.41 0.11
O -0.41 1.53 -0.19
O -0.50 -0.50 0.75
H 2.98 -1.40 -0.31
H 1.65 -1.47 0.99
H 1.32 -1.94 -0.58
H 1.77 0.73 -0.77
H -1.37 -0.06 0.87
O -3.11 0.98 -0.19
H -2.20 1.26 -0.33
H -3.70 1.72 -0.10

In elementary charge units, the Löwdin charges are: number 1, C, carries -0.031; number 2, N, carries 0.032; number 3, C, carries -0.575; number 4, O, carries -0.015; number 5, O, carries 0.156; number 6, H, carries 0.072; number 7, H, carries 0.107; number 8, H, carries 0.062; number 9, H, carries 0.110; number 10, H, carries 0.133; number 11, O, carries -0.055; number 12, H, carries -0.027; number 13, H, carries 0.031

*two*
Molecular formula: C2H7NO3
Method: DFT, ωB97M-V/def2-TZVPD

Properties
molar mass = 93.082 g/mol
SMILES = NCOC=O.O

Atoms and positions in Å:
N 0.00 0.00 0.00
C 0.34 -1.36 -0.36
O -0.37 -2.22 0.52
C -0.46 -3.45 0.01
O -1.27 -4.28 0.48
H 0.31 0.21 0.95
H 0.48 0.67 -0.61
H 0.17 -1.57 -1.44
H 1.36 -1.68 -0.11
H 0.01 -3.59 -0.98
O -3.81 -6.25 -1.39
H -3.78 -5.38 -0.93
H -3.01 -6.25 -1.96

In elementary charge units, the Löwdin charges are: number 1, N, carries 0.035; number 2, C, carries -0.306; number 3, O, carries -0.011; number 4, C, carries -0.311; number 5, O, carries 0.032; number 6, H, carries 0.087; number 7, H, carries 0.085; number 8, H, carries 0.128; number 9, H, carries 0.126; number 10, H, carries 0.144; number 11, O, carries -0.092; number 12, H, carries 0.040; number 13, H, carries 0.043

*three*
Molecular formula: C2H7NO3
Method: DFT, ωB97M-V/def2-TZVPD

Properties
molar mass = 93.082 g/mol
SMILES = CNC(=O)O.O

Atoms and positions in Å:
C 0.98 -0.75 1.03
N 2.24 -0.71 0.27
C 2.58 0.46 -0.34
O 1.82 1.33 -0.66
O 3.95 0.64 -0.20
H 0.42 0.06 0.59
H 1.26 -0.71 2.09
H 0.42 -1.64 0.79
H 2.98 -1.33 0.55
H 4.21 1.27 -0.87
O -7.27 0.34 -1.28
H -7.06 0.21 -0.34
H -6.55 0.83 -1.65

In elementary charge units, the Löwdin charges are: number 1, C, carries -0.048; number 2, N, carries 0.010; number 3, C, carries -0.603; number 4, O, carries 0.084; number 5, O, carries 0.084; number 6, H, carries 0.077; number 7, H, carries 0.092; number 8, H, carries 0.074; number 9, H, carries 0.128; number 10, H, carries 0.103; number 11, O, carries -0.061; number 12, H, carries 0.041; number 13, H, carries 0.020

*four*
Molecular formula: C2H7NO3
Method: DFT, ωB97M-V/def2-TZVPD

Properties
molar mass = 93.082 g/mol
SMILES = O=CO.NCO

Atoms and positions in Å:
O 2.17 -1.71 1.06
C 1.27 -2.53 1.26
O 0.12 -2.47 0.47
H 1.37 -3.53 2.02
H 0.29 -1.76 -0.13
N -0.52 1.61 -1.67
C -0.36 1.73 -0.23
O -0.90 0.52 0.31
H -1.06 0.70 -1.93
H -0.68 2.47 -2.31
H -0.80 2.61 0.14
H 0.70 1.66 0.08
H -1.59 0.71 0.93

In elementary charge units, the Löwdin charges are: number 1, O, carries 0.013; number 2, C, carries -0.315; number 3, O, carries 0.024; number 4, H, carries 0.192; number 5, H, carries 0.061; number 6, N, carries -0.044; number 7, C, carries -0.342; number 8, O, carries -0.077; number 9, H, carries 0.107; number 10, H, carries 0.105; number 11, H, carries 0.093; number 12, H, carries 0.109; number 13, H, carries 0.073

Most stable pick: *three*. Distance to second place: 12.1 kJ/mol.